{
  "formula": "C31H31MnN3O5SSb",
  "method": "ωB97M-V/def2-TZVPD",
  "spin_multiplicity": 5,
  "total_charge": 2,
  "orbital_gap_ev": [6.59, 7.10],
  "homo_energy_ha": [-0.51516, -0.51537],
  "elements": ["Mn", "O", "C", "O", "C", "C", "C", "C", "C", "N", "C", "O", "O", "H", "H", "H", "H", "C", "N", "C", "C", "C", "N", "C", "C", "O", "H", "H", "H", "H", "H", "H", "H", "H", "H", "H", "H", "H", "S", "Sb", "C", "C", "C", "C", "C", "C", "C", "C", "C", "C", "C", "C", "C", "C", "C", "C", "C", "C", "H", "H", "H", "H", "H", "H", "H", "H", "H", "H", "H", "H", "H", "H", "H"],
  "xyz": [[-0.470518, -0.149767, -0.358143], [0.674230, -3.985543, 0.672972], [0.404327, -2.725576, 0.533333], [-0.426326, -2.272671, -0.258759], [1.129266, -1.787864, 1.421469], [1.995583, -2.053987, 2.455827], [2.450739, -0.962685, 3.206691], [2.013391, 0.322029, 2.929715], [1.126092, 0.502575, 1.875850], [0.749568, -0.535643, 1.151726], [0.422912, 1.776251, 1.417029], [0.853500, 2.863008, 1.677175], [-0.657091, 1.477874, 0.722968], [0.138967, -4.532411, 0.070531], [2.297148, -3.066190, 2.685705], [3.133717, -1.134469, 4.028274], [2.326387, 1.176599, 3.514370], [-1.419304, -0.909367, -3.893358], [-2.695668, -0.331561, -3.484551], [-3.732239, -0.236637, -4.519166], [-5.101157, -0.341830, -3.884519], [-5.225144, 0.715713, -2.812842], [-4.084524, 0.649543, -1.891973], [-4.316086, 1.222778, -0.569876], [-2.908278, 0.135874, -2.254136], [-1.960374, 0.095188, -1.385782], [-1.610986, -1.850475, -4.407042], [-0.785245, -1.094375, -3.033946], [-0.893486, -0.232504, -4.569473], [-3.559295, -1.046271, -5.225508], [-3.617228, 0.706732, -5.061729], [-5.225584, -1.334230, -3.446574], [-5.880105, -0.212239, -4.633771], [-6.128431, 0.573701, -2.220929], [-5.270075, 1.719510, -3.245256], [-5.049161, 0.622391, -0.030287], [-4.709151, 2.232738, -0.688380], [-3.396782, 1.272149, -0.001517], [1.250740, 0.486981, -1.820243], [0.816639, 2.544744, -2.825267], [-0.849280, 3.750933, -2.443156], [-1.739072, 3.651008, -1.383206], [-2.758413, 4.586507, -1.267643], [-2.886270, 5.608805, -2.196843], [-1.987468, 5.710155, -3.250334], [-0.965400, 4.782349, -3.377118], [0.690093, 2.095919, -4.857124], [1.822347, 1.640001, -5.526557], [1.723786, 1.253165, -6.854818], [0.500219, 1.317524, -7.508886], [-0.628693, 1.772720, -6.840105], [-0.537614, 2.161869, -5.511216], [2.555102, 3.627600, -2.489191], [3.195474, 3.589368, -1.256076], [4.333578, 4.355214, -1.060096], [4.825993, 5.148229, -2.088481], [4.183467, 5.185387, -3.318104], [3.042115, 4.424609, -3.523316], [-1.608830, 2.886812, -0.631173], [-3.441699, 4.532364, -0.429444], [-3.678563, 6.338512, -2.092982], [-2.075273, 6.514556, -3.968354], [-0.272380, 4.881881, -4.206475], [2.782782, 1.587142, -5.025531], [2.602488, 0.905749, -7.381377], [0.428575, 1.019745, -8.546639], [-1.576271, 1.836379, -7.359562], [-1.419133, 2.535390, -5.001171], [2.807704, 2.982697, -0.446144], [4.837276, 4.338212, -0.102824], [5.716628, 5.741572, -1.929936], [4.570358, 5.804064, -4.116633], [2.552109, 4.450433, -4.490734]],
  "forces_ev_per_a": [[-0.005, 0.476, 0.655], [0.015, -0.051, -0.009], [0.024, -0.081, -0.002], [0.018, 0.011, -0.152], [0.082, 0.053, 0.067], [0.004, 0.052, 0.006], [0.039, -0.074, 0.024], [-0.016, 0.098, -0.048], [0.021, -0.015, 0.030], [-0.270, 0.069, -0.265], [0.166, -0.102, 0.181], [-0.112, 0.006, -0.006], [0.067, -0.301, -0.320], [0.005, 0.003, 0.008], [-0.012, -0.001, -0.014], [-0.009, 0.009, -0.008], [-0.002, -0.005, -0.007], [-0.013, -0.021, 0.012], [-0.057, -0.012, -0.102], [0.066, 0.021, 0.009], [-0.013, -0.048, -0.009], [0.019, 0.055, 0.035], [0.049, -0.011, -0.028], [-0.020, 0.015, -0.035], [0.074, 0.062, -0.039], [-0.341, -0.049, 0.156], [0.003, -0.007, -0.007], [-0.047, -0.022, -0.068], [-0.020, -0.068, 0.004], [-0.009, -0.014, 0.000], [-0.015, -0.007, -0.005], [-0.009, 0.001, -0.002], [0.011, 0.030, -0.006], [-0.001, -0.025, 0.005], [-0.006, -0.005, -0.012], [0.014, -0.007, 0.002], [-0.010, -0.007, -0.008], [0.072, -0.006, 0.027], [0.205, -0.200, 0.125], [0.068, -0.074, 0.069], [-0.107, 0.091, -0.142], [0.105, -0.079, 0.055], [-0.037, 0.018, 0.023], [0.007, -0.002, -0.009], [-0.017, 0.006, 0.013], [-0.057, 0.053, -0.013], [-0.056, 0.022, -0.126], [0.053, -0.022, 0.023], [-0.020, -0.004, -0.027], [0.000, 0.001, 0.010], [0.012, 0.008, -0.024], [-0.012, 0.089, -0.053], [0.175, 0.188, -0.157], [-0.083, -0.026, 0.085], [0.033, 0.030, -0.013], [0.000, 0.000, -0.005], [0.010, 0.000, 0.030], [0.002, -0.020, -0.033], [-0.052, -0.004, 0.016], [0.014, -0.006, -0.003], [0.010, -0.007, 0.002], [0.001, -0.008, 0.003], [0.012, -0.032, 0.021], [-0.018, -0.002, 0.013], [0.000, 0.002, 0.008], [0.001, 0.003, 0.008], [0.005, 0.001, 0.009], [0.011, -0.011, 0.025], [0.009, -0.012, -0.013], [-0.017, -0.009, -0.005], [-0.007, -0.001, 0.001], [-0.005, -0.008, 0.003], [-0.006, -0.004, 0.016]]
}

{
  "formula": "C31H31N10O4Pr",
  "method": "ωB97M-V/def2-TZVPD",
  "spin_multiplicity": 3,
  "total_charge": 0,
  "orbital_gap_ev": [6.23, 6.24],
  "homo_energy_ha": [-0.22903, -0.22919],
  "elements": ["Pr", "O", "C", "N", "C", "C", "C", "C", "C", "C", "N", "C", "O", "C", "C", "C", "C", "C", "N", "C", "C", "C", "C", "C", "N", "H", "H", "H", "H", "H", "H", "H", "H", "H", "H", "H", "H", "C", "N", "C", "C", "N", "N", "C", "N", "N", "H", "H", "H", "H", "H", "H", "H", "H", "H", "H", "H", "C", "C", "N", "H", "H", "H", "O", "C", "O", "C", "C", "C", "C", "C", "C", "H", "H", "H", "H", "H"],
  "xyz": [[0.212896, -0.623394, 0.051517], [-0.953558, 2.073300, -3.328430], [-1.031403, 1.473307, -2.252835], [-0.889752, 0.175741, -1.986959], [-0.996227, -0.777262, -2.980717], [-1.839299, -0.605249, -4.079987], [-2.041434, -1.630043, -4.984333], [-1.383459, -2.858792, -4.821816], [-0.523560, -3.053428, -3.771425], [-0.296211, -2.027408, -2.817399], [0.592239, -2.094992, -1.792421], [1.433473, -3.179317, -1.579696], [1.424712, -4.301971, -2.133582], [2.489551, -2.892920, -0.580198], [3.451337, -3.896348, -0.346397], [4.495080, -3.636688, 0.502008], [4.582527, -2.361801, 1.106853], [3.593939, -1.440508, 0.839125], [2.557255, -1.672985, 0.031971], [-1.286210, 2.313967, -1.013159], [-1.689290, 3.634278, -1.199514], [-1.925604, 4.432940, -0.097875], [-1.751773, 3.884070, 1.164803], [-1.370387, 2.557341, 1.257358], [-1.142226, 1.774434, 0.203781], [-2.333808, 0.345546, -4.211965], [-2.712830, -1.475040, -5.819549], [-1.541282, -3.658111, -5.533912], [-0.001524, -3.989823, -3.661377], [3.337893, -4.842974, -0.853690], [5.244343, -4.393498, 0.697964], [5.397919, -2.116851, 1.774117], [3.634316, -0.452290, 1.289545], [-1.801871, 3.999373, -2.210340], [-2.233208, 5.464704, -0.213452], [-1.916843, 4.471824, 2.057283], [-1.244758, 2.101862, 2.232438], [2.015760, 3.605583, -2.628724], [1.976977, 3.648053, -1.173531], [1.753039, 4.960323, -0.588453], [1.971373, 2.491506, -0.458702], [1.852878, 1.291939, -0.902058], [2.284256, 2.681265, 0.898338], [2.069012, 1.767037, 1.911136], [2.905901, 1.935188, 2.986771], [1.111577, 0.921817, 1.874305], [2.296153, 4.594860, -2.985071], [1.058401, 3.329364, -3.069865], [2.773371, 2.893802, -2.961258], [0.946966, 5.464033, -1.122288], [2.656009, 5.574644, -0.653830], [1.445268, 4.875512, 0.449760], [1.632311, 1.266480, -1.892645], [2.924057, 3.428574, 1.101219], [3.815300, 2.337242, 2.832517], [2.876895, 1.202050, 3.675730], [1.123189, 0.303710, 2.683416], [-4.159699, -2.676979, -0.836020], [-3.171100, -1.728860, -0.371044], [-2.380518, -0.984799, -0.006243], [-4.287680, -2.568399, -1.912577], [-5.107385, -2.502769, -0.329519], [-3.818765, -3.688533, -0.617262], [0.960510, -1.640628, 2.621173], [-0.173258, -2.035890, 2.305395], [-0.471615, -2.483728, 1.156774], [-1.313108, -1.895671, 3.294542], [-2.170858, -0.806925, 3.156634], [-3.269872, -0.670566, 3.989923], [-3.510260, -1.616390, 4.976265], [-2.638180, -2.682546, 5.141448], [-1.541735, -2.821873, 4.301860], [-1.974712, -0.071129, 2.386449], [-3.948656, 0.163302, 3.858339], [-4.381832, -1.526085, 5.612216], [-2.813122, -3.403234, 5.929789], [-0.857812, -3.652272, 4.427356]],
  "forces_ev_per_a": [[0.138, 1.800, -0.869], [-0.158, 0.131, -0.275], [0.251, -0.231, 0.356], [0.353, 0.618, 0.446], [0.218, -1.316, -0.794], [0.059, -0.219, 0.133], [0.134, -0.582, -0.121], [-0.645, 0.715, -0.470], [0.318, 0.377, 0.765], [-1.367, 0.293, -1.855], [2.217, -1.463, 1.336], [-1.965, 0.113, -1.539], [0.125, 1.482, 0.787], [1.367, 0.508, 1.155], [-0.646, 0.497, -0.193], [0.285, 0.969, 0.626], [0.021, -0.957, -0.389], [-0.104, 0.119, 0.006], [0.289, -1.674, -0.784], [-0.141, 0.124, 0.031], [0.039, 0.087, -0.009], [0.068, -0.066, 0.048], [-0.067, 0.047, -0.056], [-0.039, -0.014, 0.207], [0.069, 0.193, -0.369], [-0.020, 0.009, -0.010], [0.008, -0.031, -0.041], [-0.028, -0.007, -0.048], [-0.015, 0.049, 0.055], [-0.069, 0.047, -0.035], [0.016, 0.049, 0.028], [-0.020, 0.027, -0.033], [-0.087, -0.080, -0.009], [0.041, -0.057, -0.025], [-0.020, -0.002, -0.018], [-0.018, -0.061, 0.044], [0.088, -0.017, -0.011], [0.079, -0.155, -0.002], [-0.065, 0.000, 0.009], [0.025, -0.082, 0.052], [0.436, -0.168, -0.076], [-0.106, 0.270, -0.064], [-0.107, -0.026, 0.157], [-0.285, 0.054, -0.051], [0.101, 0.110, 0.068], [0.443, 0.214, 0.276], [0.039, -0.019, -0.009], [-0.170, -0.046, 0.008], [-0.001, 0.010, 0.003], [-0.007, 0.012, -0.038], [-0.035, 0.043, 0.009], [-0.026, -0.002, 0.007], [-0.084, 0.072, -0.064], [-0.010, 0.057, -0.012], [0.021, -0.057, -0.016], [0.001, 0.028, 0.050], [0.081, -0.008, 0.022], [-0.103, -0.186, -0.130], [0.132, 0.216, 0.032], [-0.525, -0.205, 0.089], [-0.001, -0.004, 0.007], [-0.005, 0.015, -0.017], [0.018, 0.027, -0.007], [0.010, 0.108, -0.014], [-0.393, -0.854, 1.168], [-0.239, -0.814, 0.569], [-0.021, 0.038, -0.095], [0.123, -0.099, 0.051], [0.003, 0.030, -0.036], [-0.067, -0.026, 0.038], [0.014, 0.056, 0.002], [0.121, -0.060, 0.001], [-0.131, 0.003, -0.062], [0.034, 0.013, 0.020], [0.031, 0.023, 0.026], [0.003, -0.039, -0.033], [-0.031, -0.028, -0.007]]
}

{
  "formula": "C31H31N4NiOS2Te",
  "method": "ωB97M-V/def2-TZVPD",
  "spin_multiplicity": 2,
  "total_charge": 0,
  "orbital_gap_ev": [6.40, 6.06],
  "homo_energy_ha": [-0.27443, -0.26886],
  "elements": ["Ni", "C", "S", "C", "S", "N", "N", "C", "C", "C", "C", "C", "C", "N", "H", "H", "H", "H", "H", "H", "H", "H", "C", "C", "C", "C", "C", "C", "Te", "N", "C", "O", "C", "C", "C", "C", "C", "C", "C", "C", "C", "C", "C", "C", "C", "C", "C", "C", "H", "H", "H", "H", "H", "H", "H", "H", "H", "H", "H", "H", "H", "H", "H", "H", "H", "H", "H", "H", "H", "H", "H"],
  "xyz": [[-1.180774, 2.470265, 0.460452], [2.881255, 5.124396, 1.768444], [1.982560, 5.924545, 0.413330], [0.597737, 4.813365, 0.383084], [0.851062, 3.199490, -0.176105], [-0.551363, 5.310646, 0.733900], [-1.533774, 4.352480, 0.645723], [-2.738277, 4.732167, 0.526151], [-3.731703, 3.674072, 0.310799], [-5.095230, 3.892381, 0.341494], [-5.945532, 2.819889, 0.111010], [-5.400432, 1.575743, -0.148130], [-4.018800, 1.441882, -0.157851], [-3.206994, 2.465481, 0.063157], [3.840246, 5.634386, 1.843708], [3.040876, 4.074352, 1.536854], [2.331419, 5.235850, 2.699431], [-2.988164, 5.789166, 0.522603], [-5.471467, 4.885903, 0.547793], [-7.018957, 2.953641, 0.137575], [-6.026898, 0.716399, -0.340101], [-3.539260, 0.488685, -0.345701], [4.023396, -4.589501, -5.130715], [3.173266, -3.775432, -4.189473], [3.622627, -2.571132, -3.669669], [2.845069, -1.809650, -2.799767], [3.427694, -0.511785, -2.290043], [1.574733, -2.269537, -2.423717], [0.242964, -1.019563, -1.156760], [-0.838007, 0.655169, 0.254952], [-1.390075, -0.220431, 1.045156], [-1.244455, -1.484875, 0.866264], [-2.259829, 0.229309, 2.191467], [-3.248645, -0.589570, 2.718107], [-4.123396, -0.094848, 3.678226], [-4.011633, 1.220145, 4.116413], [-3.009286, 2.037236, 3.608192], [-2.134087, 1.529449, 2.662006], [1.634105, -1.178259, 0.420598], [2.255200, -0.017620, 0.860922], [3.213580, -0.073402, 1.862770], [3.533702, -1.294637, 2.432783], [2.885992, -2.446157, 2.009174], [1.926628, -2.416954, 0.999855], [1.229824, -3.686998, 0.594067], [1.101945, -3.479588, -2.955580], [-0.265068, -4.049262, -2.634834], [1.907819, -4.212037, -3.822514], [4.960778, -4.081110, -5.355404], [3.500067, -4.770475, -6.071434], [4.262273, -5.562873, -4.697446], [4.605116, -2.204374, -3.954406], [4.083825, -0.068500, -3.039645], [4.014542, -0.675608, -1.383629], [2.658563, 0.223064, -2.049445], [-3.328784, -1.605707, 2.352314], [-4.897505, -0.734248, 4.083937], [-4.697365, 1.604784, 4.860948], [-2.912251, 3.060033, 3.953649], [-1.313481, 2.145501, 2.281583], [1.990981, 0.936249, 0.427853], [3.704475, 0.834436, 2.192105], [4.280098, -1.353271, 3.215219], [3.116639, -3.395278, 2.479370], [1.382838, -4.463434, 1.343217], [1.612271, -4.053197, -0.360757], [0.155941, -3.516842, 0.497512], [-0.772204, -3.511418, -1.835716], [-0.181652, -5.092707, -2.326706], [-0.909777, -4.018939, -3.516201], [1.533006, -5.151366, -4.222433]],
  "forces_ev_per_a": [[0.221, 0.252, -1.185], [0.069, -0.002, -0.149], [-0.096, 0.058, 0.094], [-0.150, -0.112, -0.122], [-0.303, -0.162, 0.573], [0.231, 0.072, 0.094], [0.390, -0.423, -0.490], [-0.479, 0.170, 0.031], [-0.030, 0.218, -0.035], [-0.102, 0.121, -0.022], [-0.002, 0.018, 0.025], [0.006, 0.034, -0.036], [0.025, -0.118, -0.088], [0.200, -0.203, 0.393], [-0.013, -0.011, 0.019], [0.032, 0.001, 0.031], [0.011, -0.011, 0.025], [-0.064, -0.034, 0.090], [-0.040, -0.039, -0.006], [0.014, 0.022, -0.006], [0.022, -0.006, 0.015], [0.012, 0.027, 0.026], [-0.036, 0.027, 0.047], [0.017, -0.046, -0.035], [0.003, 0.051, 0.000], [0.007, 0.014, 0.041], [-0.024, -0.082, -0.024], [-0.129, -0.029, 0.089], [0.184, -0.150, -0.283], [-0.062, 0.124, 0.236], [0.060, 0.361, -0.031], [-0.017, -0.113, -0.082], [0.121, -0.027, -0.141], [-0.089, -0.029, 0.042], [0.048, 0.010, -0.038], [-0.015, -0.025, -0.021], [-0.022, -0.005, 0.034], [-0.093, -0.062, 0.241], [-0.010, 0.055, 0.077], [0.002, -0.066, -0.005], [0.006, 0.024, -0.012], [-0.009, -0.035, -0.008], [-0.003, 0.025, 0.008], [-0.046, -0.019, -0.022], [0.025, 0.066, -0.002], [-0.007, -0.003, 0.001], [0.110, 0.074, -0.053], [-0.036, -0.018, 0.012], [-0.014, -0.007, 0.001], [0.014, 0.001, 0.006], [0.002, 0.010, -0.007], [-0.032, -0.005, 0.007], [0.008, -0.013, 0.004], [-0.028, 0.008, 0.018], [0.002, 0.027, -0.016], [0.014, 0.007, 0.016], [0.000, 0.006, -0.005], [0.000, -0.010, -0.003], [0.037, -0.030, 0.010], [0.087, -0.022, 0.569], [0.013, 0.016, -0.005], [-0.028, -0.013, -0.003], [-0.013, -0.001, 0.001], [0.006, 0.005, -0.011], [0.012, 0.011, 0.000], [-0.011, -0.003, 0.003], [0.000, -0.006, 0.011], [-0.015, -0.004, 0.036], [-0.004, -0.002, 0.003], [0.002, 0.003, 0.009], [0.012, 0.028, 0.013]]
}